Record 1
Density functional theory data (wB97M-V/def2-TZVPD) for one molecule with the formula CH3NO3S at a distorted geometry.

Positions of all 9 atoms, in Å:
1 C -1.288 0.321 -1.049
2 N 1.937 -0.052 -0.168
3 O -1.436 -0.835 -1.264
4 O 0.411 -0.619 1.685
5 O -0.719 0.893 0.022
6 S 0.964 0.534 0.674
7 H -1.725 1.141 -1.526
8 H 2.283 -0.950 -0.596
9 H -0.426 -0.434 2.222

As for the energy relative to the best compared isomer or geometry (same formula, charge and spin): 71.3 kcal per mole. For the calculated total energy, the calculation gives -19546.160 eV. The calculation puts the HOMO-LUMO gap (spin up / spin down) at 6.099 / 6.948 eV. The calculation puts the max |F| at 8.83 eV/A. The total charge is 0. The spin multiplicity is 3. The highest occupied orbital energy (spin up / spin down) is -5.421 / -10.617 eV.

***

Record 2
Density functional theory data (wB97M-V/def2-TZVPD) for a 2-piece molecular cluster, CH3NO4S overall at a distorted geometry.

Positions of all 10 atoms, in Å:
1 C 1.901 0.789 0.320
2 N -1.627 0.362 -0.671
3 O 2.073 1.623 -0.489
4 O 0.272 -0.856 1.860
5 O 0.970 -1.281 -0.498
6 O -2.602 -0.582 -0.520
7 S 0.450 -0.355 0.485
8 H 2.715 0.177 0.787
9 H -1.461 0.635 -1.713
10 H -2.690 -0.512 0.438

As for the energy relative to the best compared isomer or geometry (same formula, charge and spin): 83.4 kcal per mole. For the calculated total energy, the calculation gives -21595.004 eV. The calculation puts the HOMO-LUMO gap (spin up / spin down) at 8.222 / 8.080 eV. The calculation puts the max |F| at 2.45 eV/A. The total charge is 0. The spin multiplicity is 1. The highest occupied orbital energy (spin up / spin down) is -8.929 / -9.943 eV.

***

Record 3
Density functional theory data (wB97M-V/def2-TZVPD) for one molecule with the formula CH3NOP2S at a distorted geometry.

Positions of all 9 atoms, in Å:
1 C -0.249 0.422 1.324
2 N -0.311 -0.881 1.539
3 O 0.289 0.558 -1.324
4 P 0.715 1.329 0.105
5 P 0.892 -0.888 -2.126
6 S -0.111 -2.203 0.693
7 H -0.618 0.924 2.245
8 H -0.222 2.304 -0.278
9 H -0.385 -1.565 -2.178

As for the energy relative to the best compared isomer or geometry (same formula, charge and spin): 89.2 kcal per mole. For the calculated total energy, the calculation gives -34032.668 eV. The calculation puts the HOMO-LUMO gap (spin up / spin down) at 7.611 / 7.079 eV. The calculation puts the max |F| at 3.63 eV/A. The total charge is 0. The spin multiplicity is 1. The highest occupied orbital energy (spin up / spin down) is -8.699 / -8.416 eV.

***

Record 4
Density functional theory data (wB97M-V/def2-TZVPD) for a 2-piece molecular cluster, CH3NOS overall at a distorted geometry.

Positions of all 7 atoms, in Å:
1 C -0.061 -0.184 -0.034
2 N 2.603 0.549 0.059
3 O 2.830 1.704 0.111
4 S 3.344 -0.795 -0.050
5 H -0.091 0.981 -0.116
6 H 0.567 -0.660 0.583
7 H -0.608 -0.524 -0.909

As for the energy relative to the best compared isomer or geometry (same formula, charge and spin): 136.9 kcal per mole. For the calculated total energy, the calculation gives -15452.874 eV. The calculation puts the HOMO-LUMO gap (spin up / spin down) at 7.665 / 8.202 eV. The calculation puts the max |F| at 6.54 eV/A. The total charge is 0. The spin multiplicity is 1. The highest occupied orbital energy (spin up / spin down) is -8.878 / -9.025 eV.

***

Record 5
Density functional theory data (wB97M-V/def2-TZVPD) for one molecule with the formula CH3NOS at a distorted geometry.

Positions of all 7 atoms, in Å:
1 C 0.330 -0.115 -0.632
2 N -0.404 -0.890 0.391
3 O 0.457 1.769 1.739
4 S -0.652 0.813 0.485
5 H 1.430 0.193 -0.548
6 H -0.198 -0.081 -1.578
7 H -0.963 -1.689 0.145

As for the energy relative to the best compared isomer or geometry (same formula, charge and spin): 123.7 kcal per mole. For the calculated total energy, the calculation gives -15453.447 eV. The calculation puts the HOMO-LUMO gap at 9.451 eV. The calculation puts the max |F| at 6.49 eV/A. The total charge is 0. The spin multiplicity is 1. The highest occupied orbital energy is -9.564 eV.

***

Record 6
Density functional theory data (wB97M-V/def2-TZVPD) for one molecule with the formula CH3NOS at a distorted geometry.

Positions of all 7 atoms, in Å:
1 O 1.439 -0.797 -0.040
2 C 1.222 0.357 0.073
3 N -0.037 0.927 -0.180
4 S -1.247 -0.268 0.020
5 H 1.840 1.197 0.243
6 H -0.421 1.943 0.390
7 H -0.056 -1.098 0.191

As for the SMILES: O=CNS. As for the energy relative to the best compared isomer or geometry (same formula, charge and spin): 54.7 kcal per mole. For the calculated total energy, the calculation gives -15456.438 eV. The calculation puts the HOMO-LUMO gap at 8.951 eV. The calculation puts the max |F| at 5.14 eV/A. The total charge is 0. The spin multiplicity is 1. The highest occupied orbital energy is -8.552 eV.

***

Record 7
Density functional theory data (wB97M-V/def2-TZVPD) for a 2-piece molecular cluster, CH3NOS2 overall at a distorted geometry.

Positions of all 8 atoms, in Å:
1 C 2.974 0.014 -0.251
2 N 2.230 0.712 0.218
3 H 3.684 -0.714 -0.722
4 O -0.332 -0.055 0.420
5 S -1.568 -0.402 -0.620
6 S -3.443 0.302 -0.060
7 H 0.399 0.579 0.108
8 H -3.944 -0.436 0.908

As for the SMILES: C#N.OSS. As for the energy relative to the best compared isomer or geometry (same formula, charge and spin): 24.0 kcal per mole. For the calculated total energy, the calculation gives -26291.927 eV. The calculation puts the HOMO-LUMO gap at 9.223 eV. The calculation puts the max |F| at 4.85 eV/A. The total charge is 0. The spin multiplicity is 1. The highest occupied orbital energy is -8.699 eV.

***

Record 8
Density functional theory data (wB97M-V/def2-TZVPD) for one molecule with the formula CH3NS at a distorted geometry.

Positions of all 6 atoms, in Å:
1 C 1.503 -0.207 0.000
2 N 0.550 0.593 0.005
3 S -0.947 -0.173 -0.005
4 H 2.504 0.183 -0.039
5 H 1.481 -1.275 0.049
6 H -1.695 0.953 0.037

As for the SMILES: C=NS. As for the energy relative to the best compared isomer or geometry (same formula, charge and spin): 27.4 kcal per mole. For the calculated total energy, the calculation gives -13409.665 eV. The calculation puts the HOMO-LUMO gap at 10.177 eV. The calculation puts the max |F| at 1.96 eV/A. The total charge is 0. The spin multiplicity is 1. The highest occupied orbital energy is -9.136 eV.

***

Record 9
Density functional theory data (wB97M-V/def2-TZVPD) for one molecule with the formula CH3NS2 at a distorted geometry.

Positions of all 7 atoms, in Å:
1 N 0.604 0.968 0.130
2 C -0.355 0.001 0.183
3 S -2.033 0.198 0.108
4 S 0.386 -1.594 0.113
5 H 0.466 2.027 -0.001
6 H 1.559 0.631 -0.149
7 H -0.627 -2.230 -0.384

As for the SMILES: NC(=S)S. As for the energy relative to the best compared isomer or geometry (same formula, charge and spin): 5.8 kcal per mole. For the calculated total energy, the calculation gives -24245.864 eV. The calculation puts the HOMO-LUMO gap at 8.813 eV. The calculation puts the max |F| at 2.77 eV/A. The total charge is 0. The spin multiplicity is 1. The highest occupied orbital energy is -8.527 eV.

***

Record 10
Density functional theory data (wB97M-V/def2-TZVPD) for a 2-piece molecular cluster, CH3NS2 overall at a distorted geometry.

Positions of all 7 atoms, in Å:
1 C 1.488 0.522 1.108
2 N 2.609 1.452 -1.032
3 S 0.590 -0.165 2.248
4 S 1.414 0.209 -0.659
5 H 2.261 2.321 -0.005
6 H 3.505 1.069 -0.425
7 H 2.157 1.607 1.122

As for the energy relative to the best compared isomer or geometry (same formula, charge and spin): 83.7 kcal per mole. For the calculated total energy, the calculation gives -24242.485 eV. The calculation puts the HOMO-LUMO gap at 8.374 eV. The calculation puts the max |F| at 5.42 eV/A. The total charge is 0. The spin multiplicity is 1. The highest occupied orbital energy is -9.201 eV.